Entry 1:
Density functional theory data (wB97M-V/def2-TZVPD) for a cluster of 2 separate species, C2H7NO2 in total.

## Properties
HOMO-LUMO gap: 0.33641 Ha
Energy above the lowest of the compared OMol25 structures with the same formula, charge and spin: 52.5 kcal/mol
DFT total energy: -285.58820 a.u.
SMILES: C=O.NCO
Total charge: 0

Last column: Mulliken charge in e.
Cartesian coordinates (Å):
1 O -0.57869 1.81211 0.24039  -0.442
2 C -1.52940 2.00443 0.94792  -0.135
3 H -1.52716 1.73912 2.01611  0.249
4 H -2.43570 2.46128 0.51507  0.245
5 N -0.08780 -1.55530 -0.44869  -0.514
6 C 1.31546 -1.23613 -0.54857  -0.078
7 O 1.63393 0.03322 -0.01362  -0.515
8 H -0.56865 -1.02753 0.26135  0.183
9 H -0.63766 -1.69007 -1.28078  0.213
10 H 1.91087 -1.93529 0.03662  0.169
11 H 1.59851 -1.27033 -1.60424  0.262
12 H 0.90628 0.66450 -0.12156  0.362

Forces on the atoms, in the same order (eV/Å):
O 0.0 0.0 0.0
C 0.0 0.1 -0.4
H 0.0 0.0 0.0
H -0.1 0.0 0.3
N -0.2 -0.3 0.4
C -0.4 0.5 -0.2
O 0.1 0.1 0.2
H 0.0 -0.1 0.0
H 0.3 0.3 -0.1
H 0.1 -0.1 -0.1
H 0.1 -0.3 0.0
H 0.1 -0.3 -0.2

=====

Entry 2:
Density functional theory data (wB97M-V/def2-TZVPD) for the molecule C2H7NO2.

## Properties
HOMO-LUMO gap: 0.39559 Ha
Energy above the lowest of the compared OMol25 structures with the same formula, charge and spin: 68.8 kcal/mol
DFT total energy: -285.56214 a.u.
SMILES: C[C@@H](O)ON
Total charge: 0

Last column: Mulliken charge in e.
Cartesian coordinates (Å):
1 C 0.41625 -0.29198 -0.23954  0.200
2 C 0.59386 1.12669 0.30112  -1.054
3 N -1.86619 -0.72447 -0.19276  -0.446
4 O -0.60122 -1.00537 0.43081  -0.322
5 O 1.58421 -1.09326 -0.01598  -0.525
6 H 1.66742 -1.25035 0.93265  0.318
7 H 0.28112 -0.29322 -1.33207  0.358
8 H -2.12411 0.25157 -0.05481  0.253
9 H -1.87350 -1.12236 -1.13166  0.268
10 H 0.68560 1.09435 1.38493  0.297
11 H -0.25955 1.74766 0.03769  0.330
12 H 1.49612 1.56074 -0.12039  0.323

Forces on the atoms, in the same order (eV/Å):
C 1.7 -0.7 0.6
C -0.1 -0.5 -0.2
N 0.1 -0.8 1.2
O -1.4 0.8 -1.2
O -0.3 0.7 -0.3
H -0.1 0.1 0.0
H -0.2 -0.1 0.3
H 0.3 -0.3 -0.5
H 0.1 0.7 0.2
H 0.0 0.0 0.1
H -0.1 0.1 0.0
H 0.0 0.1 -0.1

=====

Entry 3:
Density functional theory data (wB97M-V/def2-TZVPD) for a cluster of 2 separate species, C2H7NO2P in total.

## Properties
HOMO-LUMO gap: 0.34781 Ha
Energy above the lowest of the compared OMol25 structures with the same formula, charge and spin: 9.4 kcal/mol
DFT total energy: -626.75225 a.u.
Total charge: +1

Last column: Mulliken charge in e.
Cartesian coordinates (Å):
1 C 0.37501 1.08374 0.14656  -1.134
2 C 0.47890 -0.42964 0.11051  0.273
3 N 1.53551 -1.03620 0.33766  -0.184
4 O -4.75609 0.05116 0.17791  -0.411
5 O -2.50582 -1.06039 -0.17450  -0.451
6 P -3.32687 0.28157 0.19461  0.487
7 H 1.35578 1.47777 0.23946  0.369
8 H -0.03893 1.23689 1.23168  0.350
9 H -0.37606 1.63357 -0.57080  0.306
10 H -0.35495 -1.07216 -0.06967  0.466
11 H 2.35689 -0.37829 0.50315  0.284
12 H -3.12274 -1.84494 -0.28237  0.347
13 H 1.65452 -2.05851 0.35976  0.298

Forces on the atoms, in the same order (eV/Å):
C -2.5 -0.7 1.5
C -2.9 2.0 -1.1
N 4.4 0.5 0.9
O -0.6 -0.2 0.0
O -0.8 -1.4 -0.1
P 0.5 0.7 0.1
H 0.9 0.8 -0.5
H 0.3 -0.1 -1.8
H 1.7 -1.5 1.3
H -0.9 0.1 -0.2
H -0.7 -1.8 -0.2
H 0.8 0.9 0.0
H -0.1 0.7 0.0